No. 1
The following is a DFT calculation (ωB97M-V/def2-TZVPD) of a structure of composition C53H50AgNO5P2.

```
! wB97M-V def2-TZVPD RIJCOSX def2/J DEFGRID3
* xyz -2 1
C -1.4270 4.1706 2.3010
H -1.1587 4.1304 -5.2415
H -1.2210 -5.6429 -2.0214
C 3.8210 -1.9210 -0.9779
H -1.6216 3.8526 1.2727
C -0.4915 -4.8528 -1.8244
H -0.5023 1.9604 -4.3311
H 2.2780 2.3814 -3.4263
C -5.3357 -1.3888 0.4961
N 2.3204 -1.8716 -1.0278
C 1.1265 -6.1865 -3.2476
H -4.7466 -2.3007 0.6024
H 0.0584 3.7114 -0.4398
C -2.1822 -3.6692 -0.3385
H -1.2387 -0.1782 -4.0380
H -1.4853 0.9073 4.9102
C -1.0001 4.8384 4.9725
C -3.1507 -0.6081 -3.2195
H -4.9731 -0.8483 3.1067
H 1.9784 -2.3181 -4.9315
H 0.2800 -1.4481 -3.3463
C 2.1183 -0.8021 3.1804
C 0.8718 -1.8572 2.8562
H -5.8698 1.0742 -0.6331
C -1.8391 -0.1774 -3.1356
C -0.4611 3.6732 4.4548
C 2.0041 -1.2701 -4.6411
C 3.5140 2.1233 4.5014
H 5.3130 -2.7586 0.3895
H 4.4957 -3.6728 -2.0624
H -1.1462 6.1357 -3.7705
C -0.1563 2.7074 -2.3448
H -0.7088 5.9031 -1.3353
C 2.9660 0.9101 -4.8271
H -2.0497 -3.4533 0.7240
H 2.2203 3.4634 3.3443
H -2.7605 -4.5809 -0.4268
C 2.2008 1.3374 -3.7413
C -1.4687 0.8329 2.7252
C -1.7333 5.6726 4.1463
C 4.4588 -2.5801 -2.2195
H 5.4695 -2.2022 -2.3778
C 2.9068 -0.4184 -5.2296
H -2.5961 5.9818 2.1997
H 2.3745 -0.5872 6.0856
H -4.9810 -1.0442 -2.1912
H -0.8821 5.0877 6.0370
C 4.2287 -2.6826 0.2977
C -1.3053 0.2120 -1.8896
C 1.4915 -2.8709 -1.3051
H 3.8250 -3.7007 0.3005
H 3.8645 -2.1552 1.1853
O -1.7023 0.8310 0.3683
H -5.9269 -1.4845 -0.4168
H 5.3617 -0.3531 -0.8720
C -0.9046 5.1605 -3.3582
H -2.7553 -2.8379 -0.7516
C 3.6441 0.9918 5.2679
O 0.8268 -2.9008 3.4767
O 3.0911 -1.1593 4.1933
P 0.0080 1.8556 2.4452
C 1.7417 -4.0344 -2.0938
H 3.8783 -2.3521 -3.1152
C -0.5922 3.4037 3.1008
C -3.9886 -0.3722 2.9697
H 0.2547 -6.8313 -3.3666
C 0.7910 -4.9977 -2.3856
H 3.9341 0.1341 -1.7726
O 0.1728 -1.3456 1.9213
H 0.0324 2.9470 5.1079
C -2.0090 0.5734 4.0055
H 2.7682 -4.1607 -2.4553
H 3.5704 -0.7677 -6.0106
H 4.5490 0.8228 5.8551
C -4.3865 -0.1811 0.4040
C -2.2455 0.4762 1.5978
P 0.2973 1.0628 -1.7261
H -0.0827 -1.9667 -0.1294
C -3.5217 -0.0510 1.6796
C 2.3614 2.4630 3.7484
H 0.5810 -0.2440 4.6028
C 2.6625 -0.0740 5.1512
C 4.2701 -0.4539 -0.9055
H -3.6337 -0.3545 5.0698
H 4.3573 2.8077 4.4166
C -0.6252 5.0449 -2.0050
H -5.9310 1.2352 1.1337
C -3.9554 -0.6740 -2.0884
H -4.5900 1.9838 0.1976
H 3.9040 0.0415 0.0078
H 1.9355 -6.7739 -2.7881
C 1.0950 -0.7998 -3.6895
H 3.5990 1.6231 -5.3545
C -2.1636 0.2138 -0.7868
Ag 1.3000 -0.0387 0.3590
C 1.3680 1.5269 3.5976
C -1.9740 5.3384 2.8159
C -3.4764 -0.2434 -0.8309
H -5.9932 -1.2751 1.3541
C 1.5003 0.2271 4.2333
H 1.4793 -5.8883 -4.2484
C -3.2274 -0.0937 4.0963
C -0.8318 -3.7773 -1.0047
H -3.5688 -0.8363 -4.1958
H -2.1437 6.5959 4.5513
C -0.5335 2.8280 -3.6719
C -0.2013 3.8092 -1.4963
C -5.2537 1.1052 0.2767
C 0.1445 -2.8008 -0.7855
C -0.8997 4.0601 -4.1891
O 2.6175 -0.5060 2.0430
C 1.3274 0.4482 -3.1011
*
```

- M (g mol⁻¹) = 950.8
- largest force on an atom (eV/A) = 3.43
- highest occupied orbital energy (Ha) = -0.013



No. 2
The following is a DFT calculation (ωB97M-V/def2-TZVPD) of the molecule C10H9NO4.

```
! wB97M-V def2-TZVPD RIJCOSX def2/J DEFGRID3
* xyz 0 1
C 0.7679 2.5851 -1.5775
C 1.5287 2.3967 -0.5054
C -0.5782 1.9383 -1.6154
O -0.1489 -2.9772 0.3513
C -0.6712 0.6201 -0.9169
H -1.3580 -0.1278 -1.2997
H 1.0683 3.2105 -2.4101
O -0.8251 -0.8509 3.0329
C 1.7564 -1.8323 -0.5537
N 0.1022 -0.7832 0.9328
C -1.0421 -0.9403 1.8638
C 0.4770 -1.9540 0.2400
O -1.5382 2.4671 -2.1157
H -2.3846 -2.0766 0.6519
H -3.1010 -1.3116 2.0956
H 2.5042 2.8525 -0.3799
C 1.0132 1.5303 0.5986
H 1.6019 -1.2030 -1.4343
H 2.5226 -1.3511 0.0567
C -2.4013 -1.1787 1.2719
C 0.0886 0.4176 0.1556
O 1.2662 1.7234 1.7569
H -2.7214 -0.3298 0.6648
H 2.0727 -2.8253 -0.8640
*
```

- SMILES string = CC(=O)N(C(C)=O)C1=CC(=O)C=CC1=O
- M (g mol⁻¹) = 207.2
- largest force on an atom (eV/A) = 0.82
- highest occupied orbital energy (Ha) = -0.375



No. 3
The following is a DFT calculation (ωB97M-V/def2-TZVPD) of the ion C7H14N3S with charge +1.

```
! wB97M-V def2-TZVPD RIJCOSX def2/J DEFGRID3
* xyz 1 1
C -1.8015 0.0962 -0.8137
H 1.9755 -1.1179 -1.3324
H 2.6759 1.4251 -1.0611
H 1.2740 -0.6181 1.4780
C 1.6031 -1.1743 0.6563
H -1.4252 2.1396 0.5368
N 1.7734 -0.4024 -0.6157
H -2.7000 -2.4530 0.1108
H 2.5557 -1.5660 0.9737
C -2.9492 -0.5204 -0.1574
C -2.6133 -1.6830 0.7198
H 0.7115 -1.8864 0.6518
C -0.3434 2.2785 0.7036
H 0.4694 0.9227 -1.7186
H -0.2165 3.2555 1.3181
H 3.8133 0.2290 -1.2481
N 0.6880 1.7765 0.3467
H 3.2324 0.7758 0.3461
S -4.5066 0.1220 -0.2120
C 2.9033 0.5227 -0.5573
C 0.4866 0.3705 -0.7988
H -3.3065 -1.6590 1.5423
H -2.0677 0.9743 -1.4075
H -1.6037 -1.4510 1.0336
N -0.6283 -0.3570 -0.4951
*
```

- SMILES string = C=N[C@H](/N=C/C(C)=S)[NH+](C)C
- M (g mol⁻¹) = 172.3
- largest force on an atom (eV/A) = 6.13
- highest occupied orbital energy (Ha) = -0.444



No. 4
The following is a DFT calculation (ωB97M-V/def2-TZVPD) of a cluster of 40 separate species, H80O40 in total.

```
! wB97M-V def2-TZVPD RIJCOSX def2/J DEFGRID3
* xyz 0 1
O -1.6740 1.4958 0.3752
O 0.4162 -1.0433 1.8776
H -0.4894 1.9329 -2.6346
O 0.7741 4.9877 1.0435
H -1.9823 1.0265 -3.6967
O -1.1420 -1.0077 -0.9494
H 4.3343 -1.1601 0.8909
H 3.1356 -2.8571 3.4134
O -2.4344 1.0780 -5.3696
H -1.1132 -0.1308 -1.3336
H -0.3192 -1.3046 -4.3818
H -3.1277 -1.4281 3.0274
H 0.5826 -1.5993 -1.2479
H 4.5823 0.4403 2.4591
H -1.0463 -0.9870 0.0386
H -2.6756 3.8321 -3.1090
H 3.4277 1.6410 -0.6462
O -2.0372 3.5345 -1.4603
H -2.6332 -2.2064 -1.2070
H -1.2048 2.9131 5.1728
H -3.9515 4.2468 -3.4735
H -0.8718 0.5053 -6.6959
H 5.3108 -1.9130 1.5967
O -1.6227 -1.5930 3.5339
O -3.5464 -2.0183 -1.2653
O -0.1178 0.0246 5.0115
O 0.9733 -0.0032 -3.6613
H -0.0941 -3.9830 5.3239
H -0.6499 2.6065 3.9195
H -0.0790 1.2988 -0.0179
H 3.0675 2.6256 0.7527
H -1.6783 3.6147 2.0514
H 5.4827 -4.1722 -0.0227
O 4.7072 1.2100 1.9538
O 2.6049 0.1578 2.9746
O -2.9191 1.6647 4.3939
H 0.6362 -4.6887 0.7963
H -3.1401 1.7336 -4.9905
H 0.8701 4.0620 -1.7328
H 1.0018 0.4636 -2.8926
H -2.4490 1.0528 0.5449
O -3.9706 2.5435 0.6586
H -2.5487 -4.6122 1.7554
H 1.7179 2.4103 -0.0255
H -3.1096 0.3937 -5.4239
O 0.2757 4.8080 -1.6947
O -2.2287 -3.6765 1.8207
O 2.7177 -2.8154 4.2688
H 0.3776 5.0960 -0.7652
H -1.9134 -0.2586 -2.8154
H 1.0192 -3.0343 4.6935
H 3.0242 2.6864 -3.8053
H -3.5514 -2.3106 2.0175
H -1.4472 -2.2836 4.2376
H -3.2584 -5.1953 -2.8772
H 3.2227 -0.3641 2.5133
O 5.2525 -3.3259 0.3058
H 2.5360 0.3100 -1.0349
H 5.2463 0.7506 1.2618
H -3.7869 -0.5319 1.2597
O 0.2631 -4.3354 -0.0571
H -1.4036 -3.8386 2.1851
H -0.3353 -1.8699 -2.8938
H 3.1880 -2.0952 4.6817
H -4.0946 -2.4981 -1.9417
O 4.5179 -1.4283 1.8142
H 2.5879 -3.3134 0.7659
H 2.6964 1.0481 2.7059
O 3.7226 -1.5794 -0.7086
H -3.1033 -4.0168 -3.7191
H 0.8230 0.4663 0.9425
O 0.1948 2.5284 -2.8144
O -3.7225 0.1121 0.4698
O 3.0864 1.7326 -3.6780
O -0.9190 -1.6778 -3.7158
H -4.3743 1.6473 0.5893
H 1.7557 0.4498 -4.1538
H -0.0875 0.6173 -5.2482
O -3.9998 -1.5113 2.5517
O 1.1293 -2.2279 -1.5765
H -0.4684 2.4957 -5.5821
H 3.6938 -0.7241 -1.3669
O -0.4100 2.5177 4.8202
H -1.7082 3.4639 -5.1034
H -2.8204 1.5352 3.5131
O 0.1711 -3.4584 4.5708
O 0.8421 1.0514 0.1396
H 0.7168 0.0717 4.3549
H 2.7678 -2.0226 -0.9711
H 0.5925 -4.5683 3.2493
O -0.7195 3.3549 -5.2201
O -0.2326 0.8624 -6.1944
H -1.1850 2.2913 1.7215
O -0.9571 3.0104 2.3480
H 0.7786 -3.0166 -1.2519
O 2.4692 3.0819 0.1227
O -1.7443 0.6533 -2.8100
H 0.0034 2.8923 -3.6484
H 0.1154 4.2301 1.2778
O 3.0323 -3.5835 1.6328
H -2.3046 4.3598 -1.0115
H 3.3810 1.6048 -2.7137
H -1.2725 -0.8279 3.9978
H 3.9167 -3.2001 1.4807
H -3.6723 -0.6111 -0.1980
O 3.4155 0.8672 -1.1910
O -3.3362 -4.2817 -2.8782
H -0.3976 -1.1944 2.3499
H -4.1357 2.8707 -0.2142
H 1.2599 -0.8285 2.4523
H 4.6959 -2.8775 -0.3471
H 1.5797 4.6602 0.8287
H -0.5978 -3.9451 0.2503
H -0.3164 1.0497 5.0066
H 1.3827 -5.5389 2.3226
H -1.0570 3.7284 -1.5390
O 0.4546 -5.0411 2.3978
O -3.2230 3.8025 -3.8202
H -3.7062 1.0683 4.5338
H -1.8572 2.0457 -0.3667
*
```

- M (g mol⁻¹) = 720.6
- largest force on an atom (eV/A) = 6.82
- highest occupied orbital energy (Ha) = -0.383



> highest occupied orbital energy of number 3 (C7H14N3S)?

-0.444 Ha



> The lowest largest force on an atom belongs to which entry?

C10H9NO4



> Look up the largest force on an atom of the third one.

6.13 eV/A



> The lowest largest force on an atom belongs to which entry?

C10H9NO4